DFT (ωB97M-V/def2-TZVPD) results for a 2-piece molecular cluster, C16H29ClF3N2O9P overall in a non-equilibrium geometry.

Properties
**Kohn-Sham gap**: 9.436 eV
**F_max**: 0.09877 Eh/bohr

```
! RIJCOSX wB97M-V def2-TZVPD def2/J DEFGRID3
* xyz 0 1
C -1.70 0.56 -1.26
H -0.18 -6.84 0.07
H -1.95 -5.12 0.24
O -0.76 -3.44 -0.02
Cl 1.59 2.23 3.22
H 5.08 2.63 -0.44
C 4.50 1.71 -0.46
H 0.29 -3.79 2.88
H -1.90 -1.34 -0.21
C 3.19 1.97 0.39
C 0.85 2.33 0.05
C -2.68 -1.58 -2.19
H -2.79 4.07 -2.05
N -1.78 1.18 1.74
H -1.76 2.18 1.57
F -2.49 -0.03 3.63
F 1.02 4.21 -1.38
C -0.30 -3.87 -1.29
N 0.77 -4.40 2.22
H 5.09 0.88 -0.05
H -1.89 0.76 -2.32
H 3.90 3.13 -2.79
C 0.25 0.86 0.11
F -3.65 -2.51 -2.14
H -0.74 -5.84 2.35
O -0.25 -0.41 2.02
H 1.15 0.24 0.22
O 4.16 1.50 -1.82
H -3.42 -0.51 -0.51
H 1.12 -3.76 1.51
O -1.92 2.00 3.81
H -1.19 4.41 -2.72
H -1.91 3.38 -0.07
H 0.75 -4.16 -1.24
H -0.90 4.87 0.04
H -0.90 -4.69 -1.69
H 1.05 -7.01 1.32
C -2.04 1.09 3.14
C -0.22 -5.27 1.57
H 1.26 -5.82 0.05
H 1.12 5.27 1.14
H 3.42 2.80 1.06
H -2.15 1.41 -0.74
C -1.84 4.57 -1.85
H -0.08 2.66 -1.96
H 3.05 1.06 1.00
P 0.72 3.28 1.67
C -0.59 0.50 1.36
C 0.09 3.22 -1.03
C 0.52 -6.29 0.70
O -0.30 0.44 -1.13
C -2.45 -0.75 -0.95
O 1.73 4.58 1.43
H -0.38 -3.02 -1.97
O 2.15 2.20 -0.52
H -1.90 -3.95 1.55
O -2.07 -1.49 -3.15
C -1.28 -4.47 0.81
H -1.94 5.66 -1.76
C -1.14 3.99 -0.56
O 4.66 2.57 -2.57
*
```


DFT (ωB97M-V/def2-TZVPD) results for C16H29N2O3PRe as an isolated structure in a non-equilibrium geometry.

Properties
**Kohn-Sham gap (spin up / spin down)**: 7.739 / 4.375 eV
**Relative energy (zero: lowest compared OMol25 entry of this formula, charge and spin)**: 0.0000 eV
**Expectation value of S²**: 3.787
**F_max**: 0.14037 Eh/bohr

```
! RIJCOSX wB97M-V def2-TZVPD def2/J DEFGRID3
* xyz 4 4
C -2.01 -1.08 1.17
H -2.63 -2.75 -2.70
C -1.00 3.13 3.63
H -0.89 3.14 1.42
C 2.36 -1.70 -3.10
C -0.95 2.23 5.97
H -2.57 -1.69 -1.28
P 0.34 -0.88 -1.24
H -1.51 2.29 -1.78
H -2.09 0.71 -1.24
C -0.62 -2.26 -2.08
H -1.22 4.16 3.88
H -1.80 5.02 -1.21
H 0.56 -3.91 -1.23
C -0.47 -3.55 -1.26
H 1.85 -1.07 -3.84
H 0.67 2.53 -2.94
N -0.85 2.13 4.52
C -1.20 1.32 -1.38
H -0.17 -2.40 -3.07
C -0.12 0.64 -2.24
O -3.00 -1.67 1.35
H -0.80 -3.39 -0.23
H 2.57 -0.22 -1.54
H 3.44 -1.68 -3.32
H -0.76 1.59 -0.38
H 3.89 -2.14 -0.81
H -0.42 0.04 4.23
H -1.97 2.59 6.25
O 1.03 -2.39 2.65
C 2.13 -1.22 -1.66
C -2.10 -1.90 -2.25
C 1.54 0.89 1.06
Re -0.24 -0.08 1.01
H -0.19 2.95 6.35
H -0.78 1.24 6.44
C 2.81 -2.13 -0.63
H -1.09 -4.34 -1.71
H -0.55 0.36 -3.21
H -2.24 -1.03 -2.90
H 2.64 -1.77 0.39
H 2.02 -2.73 -3.23
C -0.83 2.60 2.36
H 1.53 1.88 -1.54
C 0.55 -1.51 2.05
H -1.61 4.72 -1.86
H 2.44 -3.16 -0.69
C 1.05 1.61 -2.48
H 1.80 1.19 -3.15
N -0.57 1.29 2.49
O 2.59 1.40 1.14
C -0.59 1.02 3.81
*
```


DFT (ωB97M-V/def2-TZVPD) results for an isolated ion of composition C16H30BNO6PS and charge -1 in a non-equilibrium geometry.

Properties
**Kohn-Sham gap**: 8.226 eV
**F_max**: 0.03228 Eh/bohr

```
! RIJCOSX wB97M-V def2-TZVPD def2/J DEFGRID3
* xyz -1 1
C 2.97 -2.23 1.86
H -5.55 -0.44 1.09
H 0.22 -0.88 -2.35
H -4.09 -0.40 -2.28
C 3.64 -1.27 -1.11
H -2.67 0.83 -0.87
H 3.20 -2.26 -1.18
O 0.80 -1.42 0.37
C 2.60 -0.20 -0.74
H 3.18 -0.20 2.30
O 1.84 2.84 -0.79
H 3.97 1.71 0.94
C 2.71 -0.95 1.66
C -2.85 -1.12 0.13
H -2.93 -1.84 -0.70
H 3.24 2.06 2.50
H -3.30 2.37 2.41
H 3.95 -2.53 2.24
C -3.98 1.10 0.81
C -3.41 0.24 -0.33
H -4.85 0.17 2.56
H -2.56 0.75 2.44
H -5.21 -0.85 -1.00
H 3.76 3.40 1.48
H -5.99 1.18 1.70
C -4.54 -0.06 -1.34
H -2.05 1.97 1.26
N 5.25 0.19 -2.29
H -5.09 0.85 -1.58
H 1.07 1.62 3.21
H 5.98 -0.01 -2.97
C -5.17 0.47 1.56
B -0.44 -0.80 -0.16
S 0.37 0.60 2.67
O -0.50 -3.55 -1.55
C 3.32 2.40 1.46
O -1.57 -1.11 0.69
H 4.83 1.07 -2.59
C -0.97 -2.57 -2.07
P 1.60 2.55 0.84
O -0.08 0.70 -0.03
H 1.91 -0.09 -1.57
C -2.90 1.56 1.79
C -0.66 -1.14 -1.76
H -1.49 -0.57 -2.18
H 3.14 0.75 -0.67
H -1.72 -2.73 -2.89
C 0.93 0.81 0.88
C 4.27 -0.87 -2.41
H 1.19 3.49 -1.03
O 4.03 -1.38 -3.48
H -3.53 -1.50 0.89
H 4.43 -1.24 -0.36
C 1.81 -0.46 0.55
H -4.35 2.02 0.33
H 2.23 -2.99 1.67
*
```


DFT (ωB97M-V/def2-TZVPD) results for C16H30BrNNbO3 as an isolated structure in a non-equilibrium geometry.

Properties
**Kohn-Sham gap**: 6.488 eV
**F_max**: 0.04985 Eh/bohr

```
! RIJCOSX wB97M-V def2-TZVPD def2/J DEFGRID3
* xyz -1 1
H 3.31 0.81 3.10
H -2.84 -0.79 -1.13
H 4.00 -1.10 -0.07
O -0.06 4.71 0.72
H -3.09 1.20 0.00
H -2.83 3.70 0.94
C 3.05 -1.27 -2.03
H -2.54 3.41 -0.78
C 0.82 -0.49 1.10
H 3.60 -0.79 2.41
H 1.03 -1.53 1.38
C -0.74 3.77 0.42
H -1.68 -0.82 -2.99
H -1.43 -3.16 -2.56
O -4.78 -0.90 0.67
H 0.64 2.36 -1.46
H 0.26 -3.66 -3.14
H 4.20 -2.62 -0.87
N -0.82 -0.28 -2.98
H -1.09 2.18 -1.53
H 2.62 0.84 -1.59
C -2.70 0.40 0.63
Nb 0.03 -0.36 -1.02
C -0.35 -3.17 -2.38
H 0.63 -3.22 -0.54
C 2.00 0.42 1.46
H 3.98 -0.95 -2.52
C 2.12 -0.04 -1.99
H -0.01 -0.19 1.75
H -2.40 5.03 -0.11
C -2.21 3.98 0.09
H -1.96 0.74 1.36
H -4.39 0.69 1.94
C 3.47 -1.83 -0.67
H -1.12 0.67 -3.21
C 2.82 -0.08 2.69
H 2.67 -2.29 -0.11
C -0.22 1.91 -0.93
H 1.02 -1.43 5.62
H -3.46 -0.79 2.27
C -3.86 -0.15 1.47
H -2.14 -1.68 0.20
H 2.62 -2.04 -2.67
C 0.14 -2.58 -1.28
C -2.15 -0.70 -0.29
O -0.26 2.51 0.41
H 2.74 0.55 0.66
C 1.34 -1.02 4.70
C 1.98 -0.58 3.77
H -5.45 -1.19 1.29
Br 1.85 0.43 -3.93
H 1.67 1.42 1.73
*
```


DFT (ωB97M-V/def2-TZVPD) results for C16H30ClIO4P2SSi2 as an isolated structure in a non-equilibrium geometry.

Properties
**Kohn-Sham gap**: 8.138 eV
**F_max**: 0.09934 Eh/bohr

```
! RIJCOSX wB97M-V def2-TZVPD def2/J DEFGRID3
* xyz 0 1
C -4.83 -1.54 -0.54
C -5.10 -0.21 -1.46
H 3.06 -3.79 -2.02
H -5.75 -1.70 0.17
C 3.77 0.03 -0.85
I -4.35 -0.43 -3.55
H 4.10 -3.81 -0.44
H 1.20 -0.96 1.61
C -4.63 1.21 -0.77
C 3.68 -3.10 -1.27
H -5.38 2.04 -1.19
H 4.35 -0.34 0.10
H -0.54 -1.31 2.24
H 1.16 -3.72 0.18
Cl -4.46 -0.66 3.61
O 2.55 -0.74 -1.16
H -4.73 1.26 0.39
C 0.61 1.28 2.34
H 0.62 4.39 -0.70
H 4.51 -0.14 -1.77
H -0.43 1.51 4.44
C 2.57 -2.08 -0.55
H 0.94 -3.36 -1.74
H 1.46 1.01 4.43
Si -0.41 -1.70 -0.28
O -1.94 -2.63 -0.15
O -0.32 0.64 1.39
P -0.63 -0.41 -2.05
H 5.91 2.33 -0.92
O -5.06 -3.43 2.36
H 5.45 5.11 -0.93
H -3.58 1.49 -1.19
H -6.28 -0.13 -1.59
H -1.85 0.34 -1.88
Si -3.18 -1.53 0.45
C 2.03 2.38 -0.73
H 1.08 1.70 -0.66
H 0.44 2.46 2.28
C 4.54 4.37 -0.88
H -5.88 -2.91 2.08
P -3.70 -2.30 2.49
C 3.03 5.05 -0.84
C 0.05 -0.78 1.35
C 4.81 2.74 -0.87
H 4.49 -2.53 -1.88
S -0.77 -1.65 -3.59
H -4.81 -2.46 -1.29
C 1.75 4.02 -0.75
H 2.89 -1.95 0.58
H 2.83 6.21 -0.84
C 1.11 -2.88 -0.67
H -2.69 -0.18 0.67
H 1.73 1.12 2.00
C 3.52 1.68 -0.82
C 0.41 0.86 3.91
H 0.12 -0.26 4.09
H 0.53 0.42 -2.33
*
```


DFT (ωB97M-V/def2-TZVPD) results for C16H30F3MgNO17 as an isolated structure in a non-equilibrium geometry.

Properties
**Kohn-Sham gap**: 2.265 eV
**Relative energy (zero: lowest compared OMol25 entry of this formula, charge and spin)**: 15.9197 eV
**F_max**: 0.08773 Eh/bohr

```
! RIJCOSX wB97M-V def2-TZVPD def2/J DEFGRID3
* xyz 0 1
O 19.94 13.18 -1.54
C 26.74 12.39 -7.76
C 15.66 7.73 0.95
H 15.17 8.19 0.09
H 16.11 4.15 1.05
C 18.96 11.70 -9.12
H 17.86 13.43 -9.63
C 20.82 14.39 0.85
C 17.14 6.20 -0.09
C 25.46 12.21 -5.70
O 18.54 9.89 -6.50
H 17.62 13.95 -3.00
H 21.73 3.43 -6.43
H 14.83 7.63 1.64
C 16.36 9.52 -7.86
H 25.12 14.55 -4.05
H 26.87 4.41 -3.33
H 19.99 11.47 -8.86
O 19.99 14.97 -0.11
F 16.08 8.41 -8.47
Mg 21.22 9.22 -2.72
H 26.07 6.10 -3.11
H 21.66 14.04 0.26
H 15.59 3.75 -0.56
H 17.07 2.93 0.08
H 19.28 14.12 -3.60
O 24.52 8.05 2.04
H 20.43 13.47 1.29
H 26.86 11.82 -8.68
H 20.98 15.14 1.63
H 25.48 4.61 -2.39
C 22.19 4.42 -6.36
O 23.53 4.30 -5.88
F 15.73 10.40 -8.53
O 15.98 6.39 0.64
H 18.23 15.49 -3.74
H 27.66 12.47 -7.18
N 24.49 9.09 1.41
H 19.52 13.44 -10.21
H 21.57 4.95 -5.64
O 26.13 13.37 -5.45
O 25.28 4.69 -4.54
O 25.58 11.84 -7.05
O 17.95 7.07 -0.36
O 25.25 10.04 1.56
C 25.99 13.90 -4.12
F 15.66 9.38 -6.69
C 17.90 10.01 -7.77
H 16.42 8.38 1.38
H 25.86 13.20 -3.29
H 26.52 13.42 -8.04
C 18.89 13.22 -9.35
C 19.59 14.32 -1.15
C 18.46 14.63 -3.10
O 17.33 4.89 -0.40
H 18.39 9.29 -8.43
H 22.34 5.05 -7.23
H 18.91 11.29 -10.13
O 23.63 9.17 0.56
H 19.14 13.83 -8.48
C 23.98 5.05 -4.85
H 26.93 14.44 -3.98
O 24.62 11.70 -4.93
C 16.47 3.84 0.06
O 18.09 11.37 -8.10
C 25.97 5.02 -3.27
O 18.85 15.13 -1.86
O 23.38 5.91 -4.21
*
```


DFT (ωB97M-V/def2-TZVPD) results for one molecule with the formula C16H30N4O3.

Properties
**Kohn-Sham gap**: 10.057 eV
**Relative energy (zero: lowest compared OMol25 entry of this formula, charge and spin)**: 0.1314 eV
**F_max**: 0.01836 Eh/bohr

```
! RIJCOSX wB97M-V def2-TZVPD def2/J DEFGRID3
* xyz 0 1
O 7.68 -0.02 2.26
O -0.33 -0.03 1.31
H 8.17 -3.86 0.80
C 6.51 -0.35 2.37
H -3.12 -1.23 -1.12
H -1.69 -1.17 -3.14
H 7.39 -1.57 0.19
H 5.54 3.61 1.95
H 8.36 -2.72 2.14
H -0.15 -4.68 1.02
H -1.93 -2.68 -2.60
H 3.29 2.76 2.33
H 3.52 0.63 3.88
H -1.86 -3.10 -0.02
H 5.19 -2.18 -0.74
N 5.99 -1.40 1.71
N -1.49 -1.79 -2.37
H 1.55 1.10 1.49
C 0.38 -0.94 0.92
C 6.74 -2.23 0.78
H 5.01 -1.60 1.80
H 5.07 -3.55 0.38
C 1.88 -0.85 1.16
C 7.62 -3.23 1.51
C 5.86 1.92 3.24
H 7.03 -3.89 2.15
N -0.11 -2.01 0.28
C 3.93 2.22 1.62
C -1.55 -2.06 0.08
H 6.02 2.15 1.12
H 6.91 2.12 3.43
H 1.34 -3.94 1.61
H 1.39 -5.08 0.27
H 4.25 0.24 0.95
H 5.88 0.07 4.32
C 4.10 0.17 3.08
H 0.13 -3.48 -1.16
H 1.62 -2.79 -0.63
C 5.77 -2.91 -0.16
C 0.65 -3.13 -0.28
H 3.85 -0.89 3.19
C 5.58 0.42 3.33
C 5.39 2.53 1.93
O 2.66 -1.80 1.13
H 5.36 2.41 4.09
C 3.65 0.73 1.73
H 3.67 2.57 0.62
H 6.30 -3.55 -0.87
C -2.02 -1.25 -1.12
C 0.81 -4.27 0.72
H -2.05 -1.68 0.97
N 2.28 0.39 1.43
H -1.69 -0.22 -1.00
*
```


DFT (ωB97M-V/def2-TZVPD) results for a 4-piece molecular cluster, C16H30O7S overall in a non-equilibrium geometry.

Properties
**Kohn-Sham gap**: 8.819 eV
**Relative energy (zero: lowest compared OMol25 entry of this formula, charge and spin)**: 4.2285 eV
**F_max**: 0.10419 Eh/bohr

```
! RIJCOSX wB97M-V def2-TZVPD def2/J DEFGRID3
* xyz 0 1
C 1.50 -0.01 2.41
C 2.91 0.65 2.25
H -2.09 -1.94 1.76
C -5.52 -0.79 -1.01
C -1.12 -1.43 1.38
C -1.13 -1.57 -0.21
H 4.30 -4.56 -2.58
H -5.75 -0.14 -0.17
C -1.33 7.25 0.09
H 1.94 3.81 0.42
H -1.95 7.79 -0.63
H -5.09 -2.53 0.20
C 5.30 -4.13 -2.43
H -2.52 5.44 0.05
H -0.95 5.32 1.74
H -6.78 -2.42 -0.36
H -5.48 -2.90 -1.48
H -1.16 5.45 -1.09
H -0.29 7.55 -0.03
O 1.67 -3.34 0.43
O 1.10 -1.77 -1.62
H 4.13 2.50 1.40
H -2.18 -1.26 -0.54
H -0.52 -0.63 -2.07
O -0.66 5.06 0.86
C -1.15 0.08 1.93
H 5.62 -4.99 -0.48
O -4.15 -0.57 -1.36
H 6.61 -3.56 -0.82
C 0.43 2.15 1.11
O -0.86 -3.03 -0.38
H -1.35 0.01 3.07
C 0.31 0.78 1.81
H 5.29 -3.14 -2.90
H -1.63 7.55 1.10
C 3.08 2.04 1.54
H -6.15 -0.50 -1.86
C -5.74 -2.25 -0.64
H 3.80 -3.59 -0.42
H -0.26 -2.02 1.86
S 0.77 -3.23 -0.80
C 5.63 -4.01 -0.96
C 0.04 -0.92 -1.09
O 4.67 -3.18 -0.31
H -3.95 -1.14 -2.12
H 3.86 0.13 2.63
H -0.50 2.66 0.67
C -1.48 5.75 -0.09
O 0.97 -4.25 -1.89
H -1.99 0.73 1.51
H 1.43 -1.03 2.92
C 1.84 2.81 0.96
H 0.49 0.09 -0.80
H 6.03 -4.76 -2.95
*
```


- Which of these has the lowest F_max?
  C16H30N4O3